Below is 3 unconnected molecules or ions with the total composition H6O2S at a distorted geometry, with properties calculated with wB97M-V/def2-TZVPD.

## Properties
LUMO level = 0.49 eV
SMILES string = O.O.S
HOMO level = -10.027 eV
energy above the lowest of the compared OMol25 structures with the same formula, charge and spin = 69.14 kJ/mol
multiplicity = 1
total charge = 0

Atoms and positions in Å:
O -1.38687 0.77478 -0.18573
H -2.29790 1.02793 -0.25167
H -1.18842 0.85631 0.75296
O -0.58214 -2.03432 -0.85620
H 0.08408 -1.64696 -0.29668
H -0.24934 -1.76860 -1.71643
S 2.32825 0.75029 0.90203
H 1.33214 0.42523 1.74303
H 1.96020 1.61534 -0.09131

***

Below is 2 unconnected molecules or ions with the total composition C6H10O, with properties calculated with wB97M-V/def2-TZVPD.

## Properties
LUMO level = 0.86 eV
HOMO level = -8.383 eV
energy above the lowest of the compared OMol25 structures with the same formula, charge and spin = 427.85 kJ/mol
multiplicity = 1
total charge = 0

Atoms and positions in Å:
C 2.07008 0.22367 -0.87852
C 0.83012 0.03945 -0.06007
C 0.33915 -1.32931 0.43270
C -1.11899 -0.89575 0.13747
C -0.60518 0.47201 -0.41258
C -0.43743 1.48758 0.72451
O 0.76339 1.00705 1.03644
H 2.95666 -0.02045 -0.28395
H 2.04330 -0.42618 -1.75809
H 2.14702 1.26404 -1.21032
H 0.68482 -2.14683 -0.20737
H 0.59079 -1.55489 1.47226
H -1.79107 -0.83194 0.99769
H -1.60065 -1.49908 -0.63565
H -0.96845 0.80910 -1.38419
H -3.29680 1.55578 1.00996
H -2.60678 1.84574 1.01970

***

| no. | electronic energy (eV) |
| --- | --- |
| 1 | -15026.8848 |
| 2 | -8426.8060 |